Molecular formula: C36H37BrIN5O2SSiTc
Method: DFT, ωB97M-V with the def2-TZVPD basis set

Last column: Mulliken charge in e.
Geometry (Å):
Tc: -0.714 -1.065 -0.104  -1.945
C: -4.252 4.951 -0.710  -1.382
C: -3.602 3.587 -0.544  -0.060
N: -2.466 3.680 0.354  -0.195
C: -1.344 2.912 0.260  0.118
S: 0.077 3.421 1.056  -0.424
N: -1.539 1.806 -0.459  -1.575
N: -0.512 0.967 -0.686  1.514
C: 0.582 1.305 -1.287  0.656
C: 0.886 2.650 -1.843  -2.194
C: 1.527 0.195 -1.491  0.645
C: 2.628 0.301 -2.318  -0.848
C: 3.401 -0.823 -2.572  -0.841
C: 3.067 -2.023 -1.977  -1.085
C: 1.972 -2.064 -1.133  -0.184
N: 1.226 -0.981 -0.885  1.054
H: -5.037 4.910 -1.465  0.390
H: -3.515 5.693 -1.021  0.362
H: -4.704 5.290 0.224  0.334
H: -3.253 3.204 -1.503  0.297
H: -4.335 2.867 -0.164  0.073
H: -2.359 4.502 0.925  0.284
H: 0.116 3.364 -1.583  0.399
H: 0.970 2.589 -2.933  0.553
H: 1.829 3.021 -1.440  0.386
H: 2.858 1.253 -2.772  0.587
H: 4.247 -0.760 -3.243  0.412
H: 3.633 -2.926 -2.151  0.514
H: 1.671 -2.973 -0.639  0.344
I: -3.465 -0.922 0.253  0.168
C: -3.181 -0.743 2.314  0.614
C: -4.247 -0.888 3.147  -0.540
C: -4.044 -0.709 4.532  -0.711
C: -2.808 -0.358 4.995  -0.989
C: -1.711 -0.182 4.118  0.848
C: -0.455 0.280 4.594  -1.127
C: 0.557 0.521 3.721  -1.113
C: 0.396 0.229 2.345  0.189
C: -0.756 -0.308 1.845  1.125
C: -1.870 -0.428 2.731  1.019
H: -5.229 -1.132 2.764  0.484
H: -4.875 -0.832 5.212  0.416
H: -2.649 -0.196 6.054  0.418
H: -0.337 0.469 5.654  0.392
H: 1.496 0.933 4.068  0.493
H: 1.227 0.445 1.684  0.407
C: -0.530 -5.761 -0.001  -1.329
Si: -1.599 -4.245 0.221  0.826
C: -2.908 -4.466 1.566  -1.399
C: -2.551 -4.028 -1.382  -1.000
N: -0.524 -2.893 0.760  1.370
C: 0.382 -3.196 1.801  0.788
C: 1.534 -2.433 2.038  -0.015
C: 2.446 -2.762 3.029  -1.031
C: 2.237 -3.856 3.852  -0.818
C: 1.079 -4.599 3.675  -1.000
C: 0.173 -4.277 2.680  -0.969
H: -1.029 -6.470 -0.666  0.474
H: -0.299 -6.276 0.930  0.407
H: 0.409 -5.467 -0.475  0.219
H: -2.843 -5.447 2.045  0.439
H: -3.913 -4.376 1.149  0.391
H: -2.802 -3.710 2.347  0.323
H: -2.298 -4.864 -2.037  0.335
H: -2.343 -3.118 -1.938  0.065
H: -3.621 -4.056 -1.177  0.436
H: 1.731 -1.558 1.444  0.353
H: 3.330 -2.148 3.151  0.453
H: 2.954 -4.119 4.617  0.392
H: 0.866 -5.438 4.325  0.446
H: -0.722 -4.869 2.605  0.352
Br: -0.917 -1.553 -8.982  -0.199
C: -0.822 -1.805 -7.107  0.133
C: -1.176 -0.762 -6.266  -0.783
C: -1.118 -0.959 -4.894  -0.214
C: -0.709 -2.182 -4.374  -0.134
C: -0.354 -3.212 -5.236  -0.170
C: -0.409 -3.031 -6.609  -0.733
C: -0.612 -2.400 -2.890  0.775
O: -0.088 -3.411 -2.445  -0.569
O: -1.106 -1.438 -2.175  -0.691
H: -1.491 0.186 -6.679  0.442
H: -1.394 -0.165 -4.213  0.463
H: -0.039 -4.157 -4.814  0.456
H: -0.129 -3.825 -7.287  0.436

Cartesian forces (eV/Å) of the 3 atoms listed first:
Tc -0.16 -0.51 0.12
C -0.02 -0.01 0.01
C 0.01 -0.05 0.12

gap between HOMO and LUMO (alpha / beta) = 0.2414 / 0.2063 Eh
relative energy (zero: lowest compared OMol25 entry of this formula, charge and spin) = 32.7 kcal/mol
charge = 0
⟨S²⟩ = 3.785
E_HOMO (alpha / beta) = -7.2 / -7.2 eV
2S+1 = 4

Molecular formula: C36H37F5N5
Method: DFT, ωB97M-V with the def2-TZVPD basis set

Last column: Mulliken charge in e.
Geometry (Å):
C: -1.100 5.874 0.519  -1.486
C: -0.573 4.461 0.651  -0.176
N: -0.244 3.832 -0.652  0.216
C: -0.192 4.552 -1.913  -0.663
C: 1.160 4.483 -2.598  -0.409
N: 2.212 4.766 -1.968  -0.497
C: -0.012 2.535 -0.651  0.337
N: -0.036 1.747 0.445  -0.493
C: 0.239 0.541 0.009  -0.414
N: 0.447 0.506 -1.302  -0.089
N: 0.272 1.790 -1.739  0.013
H: -0.334 6.537 0.115  0.447
H: -1.960 5.898 -0.151  0.413
H: -1.424 6.223 1.493  0.256
H: 0.290 4.410 1.315  0.325
H: -1.340 3.841 1.117  0.395
H: -0.428 5.598 -1.754  0.512
H: -0.954 4.164 -2.599  0.246
H: 1.167 4.201 -3.657  0.526
H: 3.031 4.692 -2.570  0.278
H: 0.298 -0.364 0.593  0.633
H: 0.686 -0.262 -1.916  0.375
H: 0.383 2.038 -2.706  0.300
F: 3.615 -3.178 -5.048  -0.307
C: 3.347 -1.879 -5.235  0.262
C: 2.672 -1.191 -4.245  -0.514
C: 2.400 0.155 -4.446  0.611
C: 2.790 0.792 -5.615  -0.521
C: 3.465 0.075 -6.593  -0.366
C: 3.751 -1.269 -6.406  -0.573
H: 2.373 -1.713 -3.345  0.495
H: 1.877 0.715 -3.681  -0.365
H: 2.571 1.840 -5.767  0.383
H: 3.771 0.564 -7.508  0.390
H: 4.280 -1.844 -7.154  0.444
F: -0.079 -2.198 -2.321  -0.258
C: -0.632 -3.036 -3.256  0.539
C: -1.166 -2.491 -4.403  -0.334
C: -1.718 -3.352 -5.340  -0.442
C: -1.730 -4.721 -5.110  -0.645
C: -1.184 -5.236 -3.942  -0.431
C: -0.623 -4.387 -2.999  -0.513
H: -1.149 -1.420 -4.559  0.395
H: -2.140 -2.951 -6.251  0.378
H: -2.164 -5.387 -5.844  0.392
H: -1.193 -6.302 -3.760  0.432
H: -0.182 -4.765 -2.088  0.501
F: 1.015 -6.149 -0.754  -0.324
C: 0.558 -6.488 0.477  0.776
C: 1.299 -7.358 1.248  -0.628
C: 0.828 -7.681 2.513  -0.382
C: -0.363 -7.140 2.980  -0.675
C: -1.091 -6.274 2.178  -0.434
C: -0.629 -5.937 0.914  -0.446
H: 2.223 -7.768 0.864  0.448
H: 1.397 -8.356 3.138  0.385
H: -0.721 -7.393 3.968  0.430
H: -2.019 -5.850 2.539  0.380
H: -1.177 -5.256 0.275  0.446
F: -0.689 -3.791 4.733  -0.315
C: 0.624 -3.502 4.843  0.367
C: 1.156 -3.280 6.097  -0.505
C: 2.508 -2.986 6.201  -0.338
C: 3.301 -2.912 5.064  -0.514
C: 2.740 -3.138 3.815  -0.489
C: 1.391 -3.439 3.697  -0.249
H: 0.520 -3.339 6.969  0.428
H: 2.943 -2.815 7.177  0.367
H: 4.354 -2.683 5.153  0.383
H: 3.356 -3.084 2.927  0.380
H: 0.935 -3.632 2.734  0.491
F: -3.420 5.939 2.588  -0.269
C: -3.755 6.785 3.598  0.547
C: -4.427 6.277 4.689  -0.527
C: -4.763 7.145 5.719  -0.279
C: -4.429 8.490 5.639  -0.588
C: -3.755 8.972 4.526  -0.331
C: -3.408 8.115 3.492  -0.434
H: -4.682 5.227 4.727  0.408
H: -5.287 6.767 6.586  0.360
H: -4.696 9.162 6.443  0.374
H: -3.497 10.020 4.460  0.355
H: -2.881 8.469 2.616  0.400

Cartesian forces (eV/Å) of the 3 atoms listed first:
C 0.28 -0.18 -0.45
C -0.38 -0.04 0.39
N 0.01 0.23 0.04

gap between HOMO and LUMO = 0.3115 Eh
charge = +1
E_HOMO = -10.9 eV
2S+1 = 1

Molecular formula: C36H37GeN8Sc
Method: DFT, ωB97M-V with the def2-TZVPD basis set

Last column: Mulliken charge in e.
Geometry (Å):
Sc: -0.592 0.095 0.401  -0.693
C: 0.715 -0.892 4.706  -1.022
C: 0.269 0.233 5.381  -0.602
C: -0.255 1.342 4.700  -0.959
C: -0.350 1.265 3.324  0.862
N: 0.075 0.177 2.639  0.686
C: 0.653 -0.868 3.331  -0.420
C: -0.869 2.373 2.487  0.819
C: -1.030 3.644 2.996  -1.133
C: -1.523 4.640 2.176  -0.953
C: -1.736 4.375 0.840  -1.252
C: -1.596 3.084 0.380  0.703
N: -1.213 2.087 1.197  1.027
C: -1.676 2.711 -1.058  0.530
C: -2.111 3.489 -2.102  -0.565
C: -2.060 3.012 -3.420  -0.846
C: -1.362 1.843 -3.640  -0.806
C: -0.862 1.157 -2.569  -0.025
N: -1.095 1.506 -1.307  0.523
H: 1.042 -1.756 5.301  0.474
H: 0.237 0.196 6.447  0.480
H: -0.637 2.163 5.293  0.471
H: 1.047 -1.708 2.761  0.589
H: -0.843 3.820 4.072  0.412
H: -1.694 5.621 2.602  0.498
H: -2.115 5.134 0.244  0.580
H: -2.526 4.485 -1.899  0.468
H: -2.352 3.620 -4.239  0.480
H: -1.126 1.510 -4.632  0.541
H: -0.326 0.230 -2.695  0.393
C: -5.056 -0.782 2.171  -0.991
N: -4.461 -1.894 1.359  0.120
C: -5.329 -3.047 1.068  -1.052
C: -3.232 -1.737 0.844  0.443
N: -2.497 -0.665 1.069  -0.021
N: -2.740 -2.758 0.047  -0.013
C: -1.539 -2.769 -0.683  0.585
N: -1.357 -3.859 -1.480  -0.446
N: -0.712 -1.784 -0.630  0.313
H: -6.090 -1.051 2.361  0.328
H: -5.189 0.184 1.661  0.355
H: -4.484 -0.649 3.114  0.377
H: -6.140 -3.101 1.866  0.332
H: -4.751 -3.971 1.090  0.417
H: -5.852 -2.870 0.092  0.360
H: -2.938 -0.103 1.814  -0.139
H: -3.409 -3.469 -0.267  0.319
H: -1.682 -4.765 -1.061  0.269
H: -0.504 -3.993 -1.991  0.181
H: 0.103 -1.943 -1.212  -0.526
C: 2.552 2.329 0.812  -1.373
Ge: 2.252 0.851 -0.470  -0.177
C: 2.288 1.593 -2.251  0.556
C: 1.686 2.828 -2.519  -0.160
C: 1.684 3.326 -3.816  -0.682
C: 2.261 2.576 -4.847  -0.632
C: 2.861 1.397 -4.584  -0.670
C: 2.838 0.855 -3.311  -0.194
C: 2.990 -0.854 0.054  0.410
C: 3.511 -0.960 1.345  -0.452
C: 4.084 -2.094 1.882  -1.340
C: 4.078 -3.206 1.115  -0.517
C: 3.574 -3.217 -0.170  0.369
C: 3.620 -4.443 -0.898  -1.026
C: 2.976 -4.521 -2.098  -0.810
C: 2.319 -3.374 -2.642  -0.707
C: 2.298 -2.196 -1.949  -0.215
C: 2.935 -2.068 -0.673  1.432
H: 3.604 2.291 0.953  0.604
H: 2.025 2.366 1.739  0.414
H: 2.285 3.189 0.248  0.403
H: 1.301 3.467 -1.705  0.143
H: 1.145 4.252 -4.036  0.490
H: 2.306 2.975 -5.866  0.429
H: 3.374 0.791 -5.304  0.497
H: 3.396 -0.055 -3.105  0.479
H: 3.547 -0.079 1.926  0.544
H: 4.551 -2.090 2.877  0.483
H: 4.581 -4.099 1.472  0.442
H: 4.083 -5.241 -0.389  0.506
H: 2.984 -5.389 -2.707  0.503
H: 1.918 -3.432 -3.662  0.517
H: 1.862 -1.331 -2.370  0.264

Cartesian forces (eV/Å) of the 3 atoms listed first:
Sc -0.23 0.38 0.44
C -0.02 0.12 0.43
C -0.64 0.28 -0.43

gap between HOMO and LUMO (alpha / beta) = 0.2197 / 0.2285 Eh
relative energy (zero: lowest compared OMol25 entry of this formula, charge and spin) = 0.0 kcal/mol
charge = +3
⟨S²⟩ = 0.759
E_HOMO (alpha / beta) = -14.7 / -15.5 eV
2S+1 = 2

2S+1 of number 2 (C36H37F5N5)?
1

Among the records above, which one has the highest charge?
C36H37GeN8Sc